Record 1
Below is a molecular structure, C24H24As2CsF6N6O7S2, with properties calculated with ωB97M-V/def2-TZVPD.

Values from the calculation:
Charge: -2
Highest occupied orbital energy (alpha / beta) in eV: -2.7585 / -2.7584
Spin multiplicity: 2

CARTESIAN COORDINATES (ANGSTROEM)
Cs1 1.85033 -0.34644 0.55682
N1 -1.94765 2.46493 -0.87665
C1 -1.67858 1.22299 -0.51571
N2 -1.65400 0.20438 -1.35448
C2 -1.81616 0.45671 -2.64131
N3 -1.57752 -0.54729 -3.55000
N4 -1.03078 -1.56767 -3.00187
C3 -1.17957 -2.81720 -2.97980
C4 -0.13422 -3.67376 -2.39837
C5 -0.10727 -5.02415 -2.70463
C6 0.93101 -5.78986 -2.18488
C7 1.85619 -5.17822 -1.36636
C8 1.70925 -3.82034 -1.07265
N5 0.74786 -3.07171 -1.59363
C9 -2.16912 1.75489 -3.13230
C10 -2.40834 2.05389 -4.48708
C11 -2.64802 3.34789 -4.86053
C12 -2.62834 4.38067 -3.90176
C13 -2.39249 4.11728 -2.58020
C14 -2.18109 2.78727 -2.18604
H1 -1.65890 3.17833 -0.18559
H2 -1.44226 1.07004 0.52246
H3 -2.09827 -3.26322 -3.36679
H4 -0.87152 -5.45944 -3.33738
H5 0.99721 -6.84768 -2.40640
H6 2.66370 -5.72612 -0.90318
H7 2.38580 -3.34950 -0.37000
H8 -2.37987 1.25081 -5.21006
H9 -2.82609 3.58708 -5.90086
H10 -2.77658 5.40441 -4.22055
H11 -2.31098 4.90114 -1.84123
O1 -0.15680 3.32447 3.80159
S1 0.14037 2.82942 2.47163
O2 -0.95311 3.09709 1.54067
O3 0.62674 1.45301 2.44341
C15 1.58006 3.78876 1.93179
C16 2.31925 4.31286 2.98878
C17 3.51147 4.98500 2.77643
C18 3.98685 5.14351 1.48644
C19 3.25900 4.63275 0.42421
C20 2.05918 3.95692 0.62371
S2 1.24751 3.41255 -0.89503
O4 0.11534 4.32485 -1.05707
O5 0.84278 2.02889 -0.64500
O6 2.24601 3.54249 -1.93605
H12 1.93347 4.17461 3.98871
H13 4.06776 5.37140 3.62207
H14 4.92466 5.65336 1.30154
H15 3.61393 4.73224 -0.59175
O7 5.90390 -3.16980 -1.29467
C21 5.12069 -2.49962 -0.64781
N6 4.35733 -1.85058 -0.01454
F1 1.13239 -2.97848 1.63896
As1 1.27200 -4.43803 2.61868
F2 2.61997 -4.95228 1.66110
F3 2.31523 -3.60090 3.71111
F4 1.38552 -5.88708 3.57327
F5 -0.11107 -3.94440 3.55333
F6 0.19029 -5.24049 1.50599
C22 -2.41399 -2.85200 1.70186
As2 -1.59251 -1.08540 1.94583
C23 -3.31686 -0.12220 2.07303
C24 -1.25706 -1.11967 3.86978
H16 -3.20790 -3.01719 2.43388
H17 -1.66069 -3.62953 1.80161
H18 -2.83696 -2.89462 0.69574
H19 -3.92120 -0.54789 2.87583
H20 -3.86207 -0.21711 1.13078
H21 -3.14299 0.93630 2.27599
H22 -2.11410 -1.53438 4.40452
H23 -1.06981 -0.09380 4.18701
H24 -0.37830 -1.72515 4.07369

Atom charges from the Mulliken analysis, given in e for atoms 1 to 5: atom 1 (Cs): 1.46, atom 2 (N): 0.30, atom 3 (C): -1.11, atom 4 (N): -0.30, atom 5 (C): 0.57

=====

Record 2
Below is a molecular structure, C24H24AsF3N3O3STl, with properties calculated with ωB97M-V/def2-TZVPD.

Values from the calculation:
Charge: +2
Highest occupied orbital energy (alpha / beta) in eV: -14.0421 / -13.6112

CARTESIAN COORDINATES (ANGSTROEM)
Tl1 -0.16602 0.01519 -0.32525
O1 2.80405 2.75774 -0.92899
S1 2.68324 1.41917 -0.44659
O2 2.13983 0.38870 -1.31945
N1 1.56023 1.32750 0.80166
C1 1.20926 2.34626 1.56816
C2 1.98469 3.51870 1.79063
C3 1.57866 4.48711 2.68910
C4 0.39385 4.35151 3.38839
C5 -0.45714 3.23066 3.17071
C6 -1.68785 3.08354 3.83535
C7 -2.46466 1.98283 3.57863
C8 -2.01928 1.06369 2.62556
N2 -0.85830 1.17237 1.99878
C9 -0.06796 2.22396 2.27394
C10 4.18563 0.86133 0.22908
C11 5.23042 1.76904 0.35712
C12 6.44356 1.31384 0.84997
C13 6.59389 -0.02052 1.19829
C14 5.53786 -0.91634 1.06285
C15 4.32174 -0.48281 0.56992
H1 2.93192 3.61651 1.28246
H2 2.20684 5.35045 2.85981
H3 0.10758 5.08751 4.12905
H4 -2.01378 3.84548 4.53252
H5 -3.41034 1.82947 4.07857
H6 -2.63661 0.21472 2.35459
H7 5.09969 2.79926 0.05445
H8 7.27323 1.99968 0.95125
H9 7.54674 -0.37119 1.57189
H10 5.67148 -1.95470 1.33381
H11 3.49141 -1.16567 0.44365
F1 -4.27057 -0.28281 -6.30010
C16 -2.94343 -0.37873 -6.41856
F2 -2.52704 0.58399 -7.24477
F3 -2.65345 -1.55983 -6.96843
C17 -2.27679 -0.22888 -5.06524
C18 -1.15610 -0.97668 -4.74481
C19 -0.58099 -0.79410 -3.50076
N3 -1.07541 0.07328 -2.61461
C20 -2.14645 0.80559 -2.93063
C21 -2.77973 0.68447 -4.15211
H12 -0.73564 -1.68341 -5.44622
H13 0.30908 -1.33770 -3.20648
H14 -2.49798 1.50958 -2.18682
H15 -3.64537 1.28930 -4.38380
C22 -2.12862 -3.86768 -0.30410
As1 -0.31407 -3.68024 0.25957
C23 0.78234 -4.84169 -0.77980
C24 -0.17434 -4.15099 2.10071
O3 0.22533 -2.09589 0.04476
H16 -2.46941 -4.88419 -0.11124
H17 -2.19348 -3.65699 -1.37016
H18 -2.75018 -3.16678 0.25020
H19 0.35691 -5.84427 -0.77937
H20 1.78184 -4.86587 -0.35086
H21 0.83163 -4.45941 -1.79694
H22 -0.39047 -5.21132 2.22568
H23 -0.88440 -3.56234 2.67795
H24 0.83823 -3.93813 2.43700

Atom charges from the Mulliken analysis, given in e for atoms 1 to 5: atom 1 (Tl): 1.50, atom 2 (O): -0.64, atom 3 (S): 1.30, atom 4 (O): -0.73, atom 5 (N): -0.42

=====

Record 3
Below is a molecular structure, C24H24AsN2O9SSn at a distorted geometry, with properties calculated with ωB97M-V/def2-TZVPD.

Values from the calculation:
Charge: -1
Highest occupied orbital energy in eV: -4.9833

CARTESIAN COORDINATES (ANGSTROEM)
Sn1 -0.91756 1.19411 0.51419
O1 -0.84142 -1.32370 4.66087
C1 0.42711 -1.76003 4.63764
C2 0.83616 -2.65330 5.63085
C3 2.13242 -3.12578 5.66308
C4 3.05302 -2.71211 4.70591
C5 2.65695 -1.83418 3.71539
C6 1.34963 -1.35049 3.65503
C7 0.93484 -0.41136 2.57918
O2 -0.28934 0.00427 2.56148
N1 1.86015 -0.05959 1.73051
N2 1.42965 0.81650 0.76591
C8 2.36182 1.38954 0.09622
C9 2.19478 2.41162 -0.90483
C10 3.26659 2.65598 -1.77459
C11 3.22529 3.64460 -2.73146
C12 2.09315 4.45923 -2.80920
C13 1.04188 4.27006 -1.94406
C14 1.03649 3.23658 -0.97706
O3 0.01805 3.11677 -0.17952
H1 -0.93565 -0.73379 3.86483
H2 0.10857 -2.96305 6.36983
H3 2.42811 -3.82361 6.43682
H4 4.07114 -3.07820 4.73907
H5 3.35058 -1.49417 2.95997
H6 3.38863 1.10118 0.33316
H7 4.14743 2.02716 -1.69553
H8 4.05743 3.79382 -3.40720
H9 2.04563 5.24821 -3.55111
H10 0.15641 4.89029 -2.00120
O4 -0.09364 -1.41159 -3.76721
As1 -0.88182 -1.39425 -2.15334
O5 0.09420 -2.72580 -1.55838
O6 -0.35054 0.06023 -1.61981
C15 -2.56324 -2.03508 -2.89470
C16 -2.61940 -2.61485 -4.15459
C17 -3.84123 -3.06638 -4.63429
C18 -4.99488 -2.94472 -3.87140
C19 -4.93865 -2.36599 -2.61298
C20 -3.71778 -1.92940 -2.14015
S1 -3.46724 -1.08885 -0.60701
O7 -2.11260 -1.59431 -0.22552
O8 -4.49174 -1.44507 0.33235
O9 -3.44262 0.30330 -1.01652
H11 0.70453 -0.87845 -3.67045
H12 -1.71705 -2.70518 -4.74148
H13 -3.89284 -3.51766 -5.61662
H14 -5.93985 -3.30223 -4.25861
H15 -5.81387 -2.25123 -1.98791
C21 -0.98024 -4.75504 0.12701
C22 0.41927 -4.18922 0.36442
C23 1.48062 -5.11290 -0.23326
C24 0.53968 -2.77301 -0.19313
H16 -1.09940 -5.70534 0.64943
H17 -1.13732 -4.92008 -0.94002
H18 -1.74047 -4.05698 0.47823
H19 0.58947 -4.10788 1.44316
H20 1.42932 -5.08944 -1.32321
H21 1.32115 -6.14006 0.09968
H22 2.48182 -4.80722 0.07372
H23 -0.05579 -2.09798 0.41811
H24 1.58076 -2.43632 -0.15940

Atom charges from the natural (NBO) analysis, given in e for atoms 1 to 5: atom 1 (Sn): 1.50, atom 2 (O): -0.70, atom 3 (C): 0.43, atom 4 (C): -0.31, atom 5 (C): -0.19

=====

Going through the records in order, we get ΔE to the lowest compared entry with this formula, charge and spin values of 34.6 0.0 0.0 kcal per mole.